[1]
Computed, not measured: 4 unconnected molecules or ions with the total composition C10H26O4 at a distorted geometry, with ωB97M-V/def2-TZVPD.

Highest occupied orbital energy (spin up / spin down)   0.926 / -6.957 eV
Total charge   -1
⟨S²⟩   0.7504
Frontier orbital gap (spin up / spin down)   2.332 / 10.128 eV
Spin multiplicity   2

Each line ends with the Mulliken charge.
CARTESIAN COORDINATES (ANGSTROEM)
C (1.15509, -0.06966, -3.32638)  -0.98
C (-0.26778, -0.45988, -3.77142)  -0.70
C (-1.07765, 0.62479, -3.14889)  -1.87
O (-0.36672, 1.00340, -2.00008)  0.49
C (1.00618, 0.94382, -2.26285)  1.02
H (1.76542, 0.20261, -4.18747)  0.42
H (1.72592, -0.93047, -2.97817)  0.14
H (-0.48624, -1.47281, -3.43325)  0.54
H (-0.36409, -0.52975, -4.85491)  0.38
H (-2.09304, 0.34442, -2.86876)  0.57
H (-1.16000, 1.49344, -3.80218)  0.25
H (1.59831, 0.57388, -1.42582)  -0.95
H (1.35800, 1.93711, -2.54159)  0.49
O (0.20727, 0.45681, 0.56786)  -0.70
H (-0.63032, 0.26232, 0.98839)  0.15
H (-0.02918, 0.92535, -0.23263)  0.39
C (-3.71576, 0.60198, 3.91654)  -1.46
C (-3.92799, 0.13305, 2.36398)  -0.32
C (-4.70448, 1.11702, 1.50145)  -1.76
O (-2.66507, 0.09139, 1.73963)  0.20
H (-2.98899, -0.07236, 4.36949)  0.24
H (-4.57473, 0.67931, 4.58308)  0.51
H (-3.26741, 1.58552, 3.77602)  0.31
H (-4.41234, -0.84332, 2.34949)  0.66
H (-5.68133, 1.35967, 1.91978)  0.44
H (-4.72431, 0.69948, 0.49478)  0.46
H (-4.23049, 2.07519, 1.28854)  0.31
H (-2.48648, -0.62713, 1.12853)  -0.10
C (3.83559, 0.24294, 0.99844)  -1.31
C (3.44389, -1.15940, 0.63158)  1.23
C (4.59426, -2.13273, 0.67940)  -1.45
O (2.30292, -1.50188, 1.39398)  -0.48
H (4.84497, 0.51766, 0.69219)  0.34
H (3.72567, 0.24487, 2.08288)  0.31
H (3.09315, 0.97154, 0.67281)  0.36
H (3.07265, -0.98311, -0.37797)  -0.50
H (4.53892, -2.62830, 1.64865)  0.35
H (5.60149, -1.76922, 0.47585)  0.35
H (4.37524, -2.92713, -0.03409)  0.36
H (1.60946, -0.98045, 0.98310)  0.30

***

[2]
Computed, not measured: a molecular structure, C10H27AgN2O7S4 at a distorted geometry, with ωB97M-V/def2-TZVPD.

Highest occupied orbital energy (spin up / spin down)   -11.083 / -11.083 eV
Total charge   +1
⟨S²⟩   0.7578
Frontier orbital gap (spin up / spin down)   7.736 / 3.882 eV
Spin multiplicity   2

Each line ends with the Mulliken charge.
CARTESIAN COORDINATES (ANGSTROEM)
Ag (12.83824, 25.41939, 2.61895)  0.75
N (14.90719, 26.46640, 0.69908)  1.13
O (14.12134, 27.18303, 1.27012)  -0.72
O (15.02638, 25.33309, 1.15186)  -0.63
O (15.62386, 26.85584, -0.23432)  -0.58
C (19.26247, 26.31840, -1.39220)  -0.72
C (19.55274, 27.76671, -1.43728)  0.13
N (19.82903, 28.86201, -1.47016)  -0.38
H (20.02513, 25.65205, -0.98920)  0.49
H (18.96114, 25.86649, -2.33723)  0.31
H (18.44312, 26.33765, -0.67359)  0.21
C (12.28743, 26.92387, -1.47355)  -0.82
S (10.84140, 27.09510, -2.58725)  0.44
O (11.39656, 28.15211, -3.57400)  -0.63
C (10.94285, 25.44640, -3.33744)  -0.88
H (12.17513, 26.15427, -0.70987)  0.16
H (12.54765, 27.85555, -0.97119)  0.46
H (13.20978, 26.92284, -2.05437)  0.33
H (10.76588, 24.59601, -2.67893)  0.29
H (11.88957, 25.51029, -3.87385)  0.28
H (10.16651, 25.44935, -4.10254)  0.38
C (13.98982, 22.15175, 1.39605)  -0.67
S (12.59022, 22.75310, 0.34162)  0.44
O (12.05115, 23.99867, 1.03234)  -0.61
C (13.52041, 23.31638, -1.17982)  -0.12
H (13.92331, 22.34118, 2.46741)  0.35
H (14.92449, 22.49301, 0.95107)  0.06
H (13.99839, 21.06593, 1.30107)  0.38
H (14.33193, 23.98950, -0.90336)  -0.11
H (12.87980, 23.82299, -1.90167)  -0.07
H (13.95001, 22.46221, -1.70322)  0.40
C (17.69191, 29.86106, -3.99800)  -0.66
S (16.82370, 30.90994, -2.82571)  0.66
O (15.59376, 31.60775, -3.49167)  -0.28
C (16.23774, 29.82499, -1.43844)  -0.62
H (16.91172, 29.58950, -4.70911)  0.38
H (18.13824, 28.95702, -3.58377)  0.18
H (18.47383, 30.47271, -4.44809)  0.36
H (15.54196, 30.37175, -0.80203)  0.43
H (17.04818, 29.27240, -0.96310)  0.29
H (15.58857, 29.04800, -1.84210)  0.21
C (17.19170, 22.88344, -0.79247)  -0.67
S (18.72950, 23.00136, -1.85757)  0.53
O (19.87706, 23.08979, -0.87137)  -0.61
C (18.70619, 21.20550, -2.49608)  -1.04
H (17.24691, 22.25912, 0.09931)  0.39
H (16.41480, 22.47785, -1.44056)  0.23
H (16.86806, 23.87557, -0.47777)  0.12
H (18.74246, 20.51409, -1.65422)  0.33
H (19.67135, 21.04310, -2.97587)  0.37
H (17.85651, 20.95051, -3.12942)  0.35

***

[3]
Computed, not measured: a molecular structure, C10H27Cl2N2O2P2Rh at a distorted geometry, with ωB97M-V/def2-TZVPD.

Highest occupied orbital energy (spin up / spin down)   -14.878 / -15.913 eV
Total charge   +2
⟨S²⟩   6.0174
Frontier orbital gap (spin up / spin down)   7.447 / 5.584 eV
Spin multiplicity   5

Each line ends with the Mulliken charge.
CARTESIAN COORDINATES (ANGSTROEM)
C (-0.66340, 0.06175, -3.33322)  -1.33
C (-0.78324, -0.27798, -1.88715)  0.82
H (-1.65945, 0.30471, -3.72173)  0.46
H (-0.27022, -0.81976, -3.85759)  0.30
H (0.01163, 0.90190, -3.50038)  0.26
O (-1.76172, -0.79588, -1.39028)  -0.24
Cl (1.95283, -0.05779, -2.23086)  -0.20
Rh (0.55385, 0.07619, -0.19311)  -0.19
P (0.94997, -2.25970, -0.38517)  1.23
C (-0.21726, -3.04961, 0.76689)  -1.25
C (0.65243, -3.13678, -1.95469)  -1.19
H (0.89527, -4.20382, -1.82196)  0.49
H (2.72420, -3.85510, 0.01137)  0.46
H (1.28955, -2.71246, -2.74315)  0.36
H (3.35521, -2.22182, -0.39911)  0.35
H (-1.24080, -2.76738, 0.48653)  0.26
H (-0.40367, -3.04300, -2.25041)  0.37
C (2.59982, -2.77419, 0.17317)  -1.15
H (-0.10351, -4.14220, 0.72740)  0.52
H (2.70865, -2.53490, 1.23827)  0.38
H (-0.01004, -2.68929, 1.78285)  0.31
P (0.70386, 2.35022, -0.54799)  1.45
C (-0.46829, 3.10028, 0.62748)  -1.31
C (2.33027, 3.08745, -0.17676)  -1.22
H (0.92406, 2.76748, -2.93185)  0.37
H (0.28299, 4.19477, -2.05768)  0.49
H (-0.79570, 2.80917, -2.40857)  0.37
C (0.23366, 3.09408, -2.13944)  -1.31
H (3.10435, 2.49818, -0.68131)  0.36
H (2.36200, 4.12422, -0.53952)  0.44
H (-0.43861, 4.19453, 0.53665)  0.48
H (-0.22549, 2.79548, 1.65610)  0.31
H (2.50753, 3.06175, 0.90422)  0.40
H (-1.47723, 2.73922, 0.38633)  0.31
Cl (2.17494, 0.25526, 1.51258)  -0.39
C (-3.42893, -0.84169, 2.44085)  -0.75
N (-2.38180, -0.10000, 3.09619)  -0.23
C (-1.22191, 0.19518, 2.47769)  0.60
N (-0.29461, 0.91142, 3.17184)  -0.29
O (-1.07860, -0.16613, 1.27594)  -0.42
H (-3.18315, -0.96461, 1.37646)  0.20
H (-4.38114, -0.30334, 2.53008)  0.31
H (-3.54993, -1.83475, 2.89818)  0.31
H (-2.49610, 0.17507, 4.05960)  0.21
H (0.68316, 0.82171, 2.85186)  0.03
H (-0.46545, 1.03221, 4.16339)  0.24

***

[4]
Computed, not measured: a molecular structure, C10H27Cl2OOsP2S at a distorted geometry, with ωB97M-V/def2-TZVPD.

Highest occupied orbital energy (spin up / spin down)   -19.739 / -20.370 eV
Total charge   +3
⟨S²⟩   6.0345
Frontier orbital gap (spin up / spin down)   6.521 / 5.696 eV
Spin multiplicity   5

Each line ends with the Mulliken charge.
CARTESIAN COORDINATES (ANGSTROEM)
C (1.38367, -0.10975, -3.34524)  -1.08
C (1.49237, -0.02019, -1.86754)  0.44
H (2.42714, -0.07910, -3.69874)  0.47
H (0.86098, 0.75786, -3.77239)  0.36
H (0.88096, -1.03163, -3.70410)  0.30
O (2.58473, 0.02425, -1.27776)  -0.23
Cl (-2.14995, -0.11298, -2.45358)  -0.11
Os (-0.43903, 0.00340, -0.80021)  0.83
P (-0.38564, 2.32396, -0.48743)  0.71
C (0.92869, 3.10952, 0.49434)  -1.29
C (-0.14558, 3.03062, -2.15636)  -1.16
H (0.18231, 4.07399, -2.06093)  0.51
H (-2.00817, 4.20072, -0.30171)  0.46
H (-1.10832, 2.96440, -2.68463)  0.39
H (-2.75661, 2.58206, -0.04763)  0.37
H (1.82207, 2.48695, 0.50622)  0.35
H (0.61908, 2.44373, -2.68467)  0.25
C (-1.87791, 3.20775, 0.16362)  -1.13
H (1.18348, 4.06925, 0.04014)  0.49
H (-1.76061, 3.32119, 1.25070)  0.40
H (0.60429, 3.28458, 1.52071)  0.42
P (-0.23074, -2.15541, -0.02227)  0.50
C (1.07474, -2.68377, 1.09589)  -1.14
C (-1.66632, -3.08559, 0.60708)  -1.13
H (-0.58921, -2.84525, -2.29288)  0.38
H (0.18430, -4.18234, -1.32159)  0.53
H (1.18767, -2.79120, -1.91486)  0.35
C (0.19105, -3.10316, -1.55577)  -1.24
H (-2.56566, -2.74780, 0.08751)  0.41
H (-1.53334, -4.16011, 0.43781)  0.49
H (1.19130, -3.76346, 0.99202)  0.51
H (0.83313, -2.46056, 2.13190)  0.27
H (-1.78445, -2.90699, 1.67870)  0.34
H (2.01936, -2.21086, 0.84256)  0.37
Cl (-2.60163, 0.02033, 0.48995)  -0.15
C (-1.06021, -0.66465, 3.19424)  -1.26
S (-0.20705, 0.45381, 2.05971)  0.50
C (1.50251, 0.28772, 2.56279)  -1.07
H (-2.06791, -0.85912, 2.81602)  0.46
H (-1.11627, 0.03404, 4.03584)  0.47
H (-0.51987, -1.57904, 3.46239)  0.45
H (1.74682, 1.30152, 2.93905)  0.49
H (1.54652, -0.46734, 3.35926)  0.51
H (2.12732, 0.03864, 1.68178)  0.21